Entry from the Open Molecules 2025 dataset: C34H52BN7ORhS2Si3 as an isolated structure (wB97M-V/def2-TZVPD).

Geometry as ORCA input:
```
! RIJCOSX wB97M-V def2-TZVPD def2/J DEFGRID3
* xyz 1 5
Rh 0.589 0.205 -0.384
B -0.144 3.632 -0.033
N -0.909 2.674 0.906
C -1.853 3.025 1.789
C -2.418 1.881 2.320
C -1.736 0.844 1.693
N -0.840 1.332 0.835
N 1.374 3.282 -0.059
C 2.380 4.167 -0.055
C 3.566 3.497 -0.310
C 3.177 2.166 -0.461
N 1.855 2.056 -0.313
H -0.600 3.565 -1.153
H -0.240 4.743 0.421
H -2.051 4.066 1.981
H -3.190 1.813 3.066
H -1.823 -0.222 1.833
H 2.181 5.207 0.136
H 4.559 3.909 -0.357
H 3.777 1.288 -0.646
C 1.396 -2.653 -3.402
Si -0.189 -3.508 -2.867
C -0.773 -4.614 -4.269
C 0.343 -4.628 -1.450
C -1.572 -2.323 -2.419
Si -2.562 -1.529 -3.806
C -3.988 -2.681 -4.210
C -1.542 -1.256 -5.365
C -3.353 0.114 -3.291
Si -2.366 -2.451 -0.750
C -3.613 -1.132 -0.291
C -3.290 -4.086 -0.672
C -0.982 -2.546 0.579
C -1.116 -3.487 1.592
C -0.048 -3.814 2.416
C 1.170 -3.206 2.179
C 1.231 -2.230 1.198
N 0.186 -1.868 0.445
H 2.124 -3.448 -3.590
H 1.805 -2.017 -2.614
H 1.310 -2.047 -4.302
H 0.024 -5.322 -4.510
H -1.010 -4.054 -5.174
H -1.656 -5.195 -3.995
H 0.753 -5.542 -1.888
H -0.439 -4.931 -0.756
H 1.140 -4.162 -0.867
H -3.646 -3.670 -4.518
H -4.578 -2.259 -5.028
H -4.658 -2.806 -3.358
H -1.758 -2.026 -6.108
H -0.470 -1.261 -5.178
H -1.787 -0.292 -5.818
H -4.353 -0.038 -2.885
H -3.473 0.755 -4.170
H -2.776 0.638 -2.526
H -4.512 -1.233 -0.902
H -3.244 -0.113 -0.393
H -3.912 -1.282 0.750
H -4.086 -4.062 -1.419
H -3.770 -4.246 0.296
H -2.663 -4.949 -0.895
H -2.057 -4.007 1.710
H -0.159 -4.556 3.196
H 2.058 -3.457 2.741
H 2.157 -1.701 1.026
C 1.218 4.297 -3.455
N 1.208 2.887 -3.107
C 0.146 2.111 -3.187
N -0.980 2.577 -3.713
S 0.236 0.428 -2.747
H 2.227 4.674 -3.315
H 0.543 4.856 -2.803
H 0.938 4.438 -4.500
H 2.017 2.488 -2.656
H -1.096 3.555 -3.923
H -1.799 1.989 -3.709
O 1.765 0.318 2.011
S 2.054 1.654 2.644
C 3.453 1.372 3.720
C 3.718 0.095 4.193
C 4.803 -0.098 5.031
C 5.608 0.979 5.387
C 5.338 2.248 4.899
C 4.257 2.449 4.051
C 0.807 1.881 3.903
C 0.180 0.781 4.467
C -0.765 0.986 5.459
C -1.074 2.276 5.873
C -0.450 3.369 5.288
C 0.494 3.174 4.289
H 3.082 -0.727 3.891
H 5.024 -1.087 5.409
H 6.455 0.824 6.042
H 5.974 3.080 5.168
H 4.044 3.433 3.649
H 0.425 -0.213 4.115
H -1.262 0.138 5.911
H -1.811 2.430 6.650
H -0.702 4.373 5.602
H 0.977 4.019 3.813
*
```

Its expectation value of S² is 6.0119. The LUMO energy (spin up / spin down) comes out at -1.9 / -3.7 eV. The energy relative to the best compared isomer or geometry (same formula, charge and spin) comes out at 5.9 kcal/mol. The value obtained for the molar mass is 836.95 Da. The calculation puts the frontier orbital gap (spin up / spin down) at 8.548 / 7.538 eV.

---

Entry from the Open Molecules 2025 dataset: a 2-piece molecular cluster, C3H7N2O2 overall in a non-equilibrium geometry (wB97M-V/def2-TZVPD).

Geometry as ORCA input:
```
! RIJCOSX wB97M-V def2-TZVPD def2/J DEFGRID3
* xyz 1 1
C 0.452 -2.030 1.532
C -0.155 -1.229 2.181
C 1.026 0.542 -2.028
N -0.118 0.947 -0.017
N -1.050 0.897 0.793
O -2.177 0.381 0.354
O -0.161 0.437 -1.259
H 0.976 -2.751 0.975
H -2.843 0.412 1.069
H -0.668 -0.575 2.824
H 1.912 0.262 -1.453
H 1.135 1.546 -2.440
H 0.887 -0.169 -2.845
H 0.781 1.329 0.314
*
```

The LUMO energy comes out at -5.3 eV. The energy relative to the best compared isomer or geometry (same formula, charge and spin) comes out at 163.1 kcal/mol. The value obtained for the molar mass is 103.10 Da. The calculation puts the frontier orbital gap at 9.251 eV.

---

Entry from the Open Molecules 2025 dataset: one molecule with the formula C4H7NO (wB97M-V/def2-TZVPD).

Geometry as ORCA input:
```
! RIJCOSX wB97M-V def2-TZVPD def2/J DEFGRID3
* xyz 0 1
O 0.011 -2.881 -0.988
C 0.558 -2.017 -0.342
C -0.287 -0.887 0.238
N 0.352 0.363 0.610
C 0.509 1.352 -0.444
C -0.558 1.504 0.571
H 1.643 -2.107 -0.146
H -0.744 -1.304 1.146
H -1.102 -0.754 -0.492
H 0.207 1.080 -1.455
H 1.404 1.965 -0.379
H -0.469 2.235 1.371
H -1.580 1.322 0.235
*
```

The LUMO energy comes out at 1.1 eV. The SMILES is O=CCN1CC1. The energy relative to the best compared isomer or geometry (same formula, charge and spin) comes out at 57.4 kcal/mol. The value obtained for the molar mass is 85.11 Da. The calculation puts the frontier orbital gap at 10.804 eV.

---

Entry from the Open Molecules 2025 dataset: C4H8O2 as an isolated structure (wB97M-V/def2-TZVPD).

Geometry as ORCA input:
```
! RIJCOSX wB97M-V def2-TZVPD def2/J DEFGRID3
* xyz 0 1
C 1.622 -0.477 -0.954
O 0.418 0.258 -0.946
C -0.601 -0.353 -0.206
C -0.519 -0.234 1.281
C -1.734 0.621 0.090
O -1.344 1.902 -0.089
H 1.466 -1.480 -1.375
H 2.038 -0.578 0.059
H 2.327 0.071 -1.583
H -0.887 -1.328 -0.611
H 0.224 0.458 1.668
H -0.751 -1.106 1.888
H -1.780 0.336 1.321
H -0.478 1.910 -0.543
*
```

The LUMO energy comes out at 0.9 eV. The energy relative to the best compared isomer or geometry (same formula, charge and spin) comes out at 112.8 kcal/mol. The value obtained for the molar mass is 88.11 Da. The calculation puts the frontier orbital gap at 9.028 eV.

---

Entry from the Open Molecules 2025 dataset: a 2-piece molecular cluster, C25H26NO7S2 overall in a non-equilibrium geometry (wB97M-V/def2-TZVPD).

Geometry as ORCA input:
```
! RIJCOSX wB97M-V def2-TZVPD def2/J DEFGRID3
* xyz -1 1
C -1.669 3.909 7.020
O -0.412 3.257 6.747
C -0.006 3.085 5.461
C 1.224 2.403 5.279
C 1.666 2.108 4.011
C 0.870 2.433 2.887
C 1.298 2.086 1.526
N 0.751 2.671 0.513
S 1.452 2.610 -1.050
C 0.142 3.303 -2.057
C -0.847 2.440 -2.548
C -1.810 2.955 -3.417
C -1.779 4.303 -3.805
C -2.817 4.819 -4.754
C -0.780 5.149 -3.299
C 0.192 4.657 -2.426
O 2.558 3.523 -1.097
O 1.642 1.215 -1.392
C -0.279 3.226 3.057
C -0.744 3.525 4.331
H -1.765 3.909 8.107
H -1.663 4.939 6.644
H -2.506 3.362 6.570
H 1.787 2.118 6.160
H 2.625 1.615 3.850
H 2.174 1.421 1.430
H -0.842 1.383 -2.266
H -2.587 2.293 -3.814
H -2.656 5.869 -4.989
H -2.821 4.269 -5.698
H -3.823 4.723 -4.341
H -0.758 6.200 -3.607
H 0.989 5.300 -2.046
H -0.810 3.587 2.172
H -1.669 4.088 4.451
C 4.485 -3.550 1.601
C 4.027 -3.573 0.161
O 2.586 -3.407 0.154
C 2.107 -3.344 -1.139
C 0.713 -2.889 -1.099
S -0.405 -3.281 -2.374
C -1.289 -4.869 -2.111
C -0.873 -6.077 -2.701
C -1.644 -7.240 -2.560
C -2.854 -7.199 -1.859
C -3.304 -5.989 -1.323
C -2.534 -4.831 -1.474
O -1.466 -2.294 -2.350
O 0.311 -3.580 -3.588
O 2.801 -3.693 -2.085
H 5.577 -3.573 1.631
H 4.155 -2.634 2.105
H 4.122 -4.427 2.149
H 4.477 -2.730 -0.393
H 4.307 -4.532 -0.311
H 0.250 -2.832 -0.122
H 0.051 -6.115 -3.274
H -1.306 -8.180 -3.007
H -3.457 -8.100 -1.747
H -4.260 -5.930 -0.797
H -2.906 -3.882 -1.098
*
```

The LUMO energy comes out at 1.8 eV. The energy relative to the best compared isomer or geometry (same formula, charge and spin) comes out at 0.0 kcal/mol. The value obtained for the molar mass is 516.62 Da. The calculation puts the frontier orbital gap at 5.584 eV.

---

Entry from the Open Molecules 2025 dataset: a 2-piece molecular cluster, C5H9ClNO overall in a non-equilibrium geometry (wB97M-V/def2-TZVPD).

Geometry as ORCA input:
```
! RIJCOSX wB97M-V def2-TZVPD def2/J DEFGRID3
* xyz 1 1
C 1.744 -1.309 -0.632
C 1.237 -0.339 0.039
C -1.148 -0.811 1.418
C -0.078 1.755 0.397
C -0.050 0.345 -0.072
N -0.950 -0.069 -1.287
O -2.099 -1.440 0.992
Cl -0.605 -0.582 2.957
H 2.660 -1.889 -0.320
H 1.291 -1.912 -1.460
H 1.828 0.062 0.832
H -0.987 2.331 0.148
H 0.742 2.496 0.153
H -0.139 1.840 1.592
H -0.418 -0.401 -2.226
H -1.467 0.747 -1.666
H -1.559 -0.823 -0.865
*
```

The LUMO energy comes out at -4.3 eV. The energy relative to the best compared isomer or geometry (same formula, charge and spin) comes out at 43.6 kcal/mol. The value obtained for the molar mass is 134.59 Da. The calculation puts the frontier orbital gap at 8.987 eV.

---

Entry from the Open Molecules 2025 dataset: a 7-piece molecular cluster, C22H40ClF3INO25P2S6 overall in a non-equilibrium geometry (wB97M-V/def2-TZVPD).

Geometry as ORCA input:
```
! RIJCOSX wB97M-V def2-TZVPD def2/J DEFGRID3
* xyz 0 1
C 3.265 0.115 5.496
C 1.895 0.194 5.104
P -0.008 0.046 4.749
C -0.151 -1.192 6.234
N 0.682 -2.443 6.063
C -1.234 1.184 5.748
C -0.385 2.250 6.700
C -1.167 3.692 6.908
I -3.348 3.489 7.180
C -0.604 -1.244 3.473
C 0.581 -2.138 2.777
C 1.422 -1.379 1.590
F 0.733 -0.597 0.517
C 2.925 -1.440 1.615
F 3.693 -2.379 2.468
F 3.702 -0.464 0.763
P 0.182 1.510 3.124
O -0.358 3.097 3.595
Cl 2.276 1.798 2.647
H 4.419 0.359 5.678
H -1.272 -1.559 6.410
H 0.278 -0.623 7.191
H 0.102 -3.208 6.523
H 1.606 -2.374 6.571
H -2.025 1.713 5.051
H -1.878 0.536 6.515
H -0.177 1.730 7.731
H 0.614 2.515 6.107
H -0.763 4.126 7.945
H -0.866 4.507 6.103
H -1.225 -0.705 2.624
H -1.343 -2.016 4.002
H 1.364 -2.594 3.518
H 0.046 -3.071 2.258
H -1.348 3.109 3.341
O 0.030 -1.089 -5.924
S 0.164 0.093 -5.102
O 0.144 1.433 -5.641
O 1.500 -0.076 -4.183
C 1.142 0.000 -2.804
C -0.297 -0.505 -2.729
O -0.933 0.004 -3.899
H 1.209 1.047 -2.492
H 1.823 -0.604 -2.199
H -0.812 -0.161 -1.829
H -0.334 -1.599 -2.773
O 9.916 0.993 -0.685
S 9.146 -0.034 -0.020
O 9.691 -0.879 1.017
O 8.471 -0.983 -1.161
C 7.052 -0.968 -1.015
C 6.720 0.388 -0.398
O 7.768 0.641 0.535
H 6.770 -1.786 -0.343
H 6.567 -1.111 -1.984
H 5.749 0.392 0.102
H 6.743 1.181 -1.154
O -1.881 1.626 -11.938
S -1.421 2.788 -11.211
O -0.998 4.007 -11.861
O -0.248 2.313 -10.183
C -0.628 2.637 -8.846
C -2.154 2.609 -8.837
O -2.545 3.164 -10.090
H -0.251 3.640 -8.619
H -0.197 1.920 -8.143
H -2.576 3.185 -8.010
H -2.528 1.580 -8.792
O -3.136 3.954 10.833
S -4.235 3.061 11.127
O -4.177 1.637 10.892
O -5.575 3.651 10.411
C -6.575 3.893 11.399
C -5.813 4.194 12.687
O -4.693 3.311 12.672
H -7.179 2.985 11.502
H -7.218 4.723 11.096
H -6.421 4.031 13.579
H -5.432 5.221 12.688
O -5.811 -3.142 -13.544
S -6.163 -1.742 -13.449
O -7.521 -1.282 -13.274
O -5.512 -0.966 -14.726
C -4.638 0.062 -14.263
C -4.121 -0.421 -12.911
O -5.235 -1.062 -12.293
H -5.220 0.982 -14.157
H -3.829 0.225 -14.980
H -3.754 0.398 -12.289
H -3.329 -1.167 -13.035
O 1.251 -5.819 -1.349
S 1.436 -5.618 0.072
O 0.376 -5.175 0.948
O 2.726 -4.645 0.284
C 3.702 -5.316 1.080
C 3.500 -6.803 0.804
O 2.089 -6.975 0.697
H 3.505 -5.080 2.131
H 4.708 -4.979 0.814
H 3.907 -7.433 1.599
H 3.949 -7.091 -0.153
*
```

The LUMO energy comes out at -0.3 eV. The SMILES is C#CP(CN)(CCCI)(CCC(F)=C(F)F)P(O)Cl.O=S1(=O)OCCO1.O=S1(=O)OCCO1.O=S1(=O)OCCO1.O=S1(=O)OCCO1.O=S1(=O)OCCO1.O=S1(=O)OCCO1. The value obtained for the molar mass is 1192.25 Da. The calculation puts the frontier orbital gap at 7.838 eV.

---

Entry from the Open Molecules 2025 dataset: C30H29AuN3S2Se as an isolated structure in a non-equilibrium geometry (wB97M-V/def2-TZVPD).

Geometry as ORCA input:
```
! RIJCOSX wB97M-V def2-TZVPD def2/J DEFGRID3
* xyz 1 1
Au -0.118 0.222 -1.389
C 1.493 -0.945 -5.115
C 0.036 -1.117 -4.840
N -0.592 -0.539 -3.859
C -1.922 -0.871 -3.829
C -2.318 -1.728 -4.807
S -0.981 -2.124 -5.792
C -2.764 -0.237 -2.800
C -4.114 -0.294 -2.711
S -4.666 0.658 -1.410
C -3.076 1.095 -1.020
N -2.179 0.556 -1.816
C -2.749 2.028 0.091
H 1.924 -0.312 -4.343
H 1.653 -0.480 -6.088
H 2.007 -1.907 -5.112
H -3.298 -2.134 -4.996
H -4.798 -0.834 -3.345
H -3.610 2.197 0.734
H -2.425 2.987 -0.318
H -1.932 1.625 0.681
N 1.540 -0.925 -1.119
C 1.681 -1.943 -0.377
C 1.970 -1.854 1.071
C 1.395 -2.778 1.944
C 1.598 -2.652 3.307
C 2.402 -1.630 3.798
C 3.001 -0.729 2.928
C 2.778 -0.832 1.565
C 1.593 -3.276 -1.041
C 2.558 -4.244 -0.774
C 2.495 -5.469 -1.416
C 1.463 -5.736 -2.307
C 0.496 -4.774 -2.567
C 0.564 -3.539 -1.942
H 0.785 -3.583 1.552
H 1.136 -3.355 3.988
H 2.574 -1.546 4.863
H 3.645 0.050 3.311
H 3.251 -0.148 0.875
H 3.358 -4.030 -0.076
H 3.251 -6.218 -1.221
H 1.410 -6.700 -2.797
H -0.309 -4.985 -3.258
H -0.186 -2.781 -2.138
C -1.577 5.078 4.811
C -1.027 4.311 3.643
C -0.899 2.928 3.689
C -0.350 2.203 2.641
C -0.275 0.705 2.795
C 0.096 2.904 1.492
Se 1.084 2.011 0.174
C -0.078 4.305 1.403
C 0.311 5.122 0.200
C -0.625 4.973 2.489
H -1.927 4.411 5.598
H -2.407 5.716 4.504
H -0.811 5.729 5.235
H -1.230 2.396 4.575
H 0.073 0.444 3.794
H 0.393 0.245 2.070
H -1.267 0.260 2.677
H 0.476 4.509 -0.681
H 1.230 5.680 0.393
H -0.470 5.850 -0.017
H -0.744 6.050 2.431
*
```

The LUMO energy (spin up / spin down) comes out at -5.0 / -5.0 eV. The energy relative to the best compared isomer or geometry (same formula, charge and spin) comes out at 40.1 kcal/mol. The value obtained for the molar mass is 771.64 Da. The calculation puts the frontier orbital gap (spin up / spin down) at 5.316 / 5.319 eV.